DFT (ωB97M-V/def2-TZVPD) results for 7 unconnected molecules or ions with the total composition C2H18N2O7 at a distorted geometry.

```
29
C2H18N2O7 (ωB97M-V/def2-TZVPD)
C -2.624 0.840 -0.828
N -1.409 0.122 -0.523
C -1.358 -0.572 0.756
N -0.345 -0.135 1.628
O -2.220 -1.406 0.956
H -3.162 0.454 -1.647
H -2.622 1.894 -1.067
H -3.421 0.638 -0.030
H -0.671 0.600 -0.803
H 0.374 0.500 1.205
H 0.088 -0.757 2.300
H -1.845 -3.028 -1.252
H -1.473 -1.744 -1.823
O -1.507 -2.668 -2.114
H 0.617 -2.955 -1.406
H 1.992 -2.971 -1.451
O 1.341 -2.295 -1.482
H 0.111 3.068 -0.870
H 1.268 2.056 -1.016
O 0.734 2.568 -0.351
H 2.065 0.306 -2.550
H 1.498 -0.496 -1.434
O 1.764 0.323 -1.526
H 3.432 0.436 1.352
H 2.252 1.121 2.060
O 2.912 0.417 2.018
H 0.498 2.685 2.647
H 1.061 2.728 1.314
O 1.240 2.305 2.146
```

* LUMO: 0.1 eV
* Kohn-Sham gap: 9.85 eV
* maximum force: 9.4 eV/A
* energy: -723.15538 Ha
* structure (SMILES): CNC(N)=O.O.O.O.O.O.O
* HOMO: -9.731 eV

natural (NBO) population analysis, charges in e, atoms 1 to 8: C -0.4329; N -0.6911; C 0.7960; N -0.8477; O -0.6341; H 0.1903; H 0.1892; H 0.2187

=====

DFT (ωB97M-V/def2-TZVPD) results for 2 unconnected molecules or ions with the total composition CH6N2O2 at a distorted geometry.

```
11
CH6N2O2 (ωB97M-V/def2-TZVPD)
C -1.151 -0.704 -0.031
N -0.171 -0.541 1.016
N 1.208 1.530 0.171
O 1.253 1.356 -1.051
O -0.574 -0.738 -1.309
H -0.040 0.093 -1.494
H 0.544 -1.257 0.932
H 0.305 0.414 0.984
H 2.155 1.405 0.616
H -1.880 0.110 0.059
H -1.649 -1.669 0.107
```

* LUMO (alpha / beta): -1.6 / -1.6 eV
* Kohn-Sham gap (alpha / beta): 7.86 / 7.85 eV
* maximum force: 2.9 eV/A
* energy: -301.55910 Ha
* structure (SMILES): N=O.NCO
* HOMO (alpha / beta): -9.429 / -9.429 eV

natural (NBO) population analysis, charges in e, atoms 1 to 8: C 0.0849; N -0.8294; N -0.0269; O -0.2644; O -0.7467; H 0.4756; H 0.3527; H 0.3429

=====

DFT (ωB97M-V/def2-TZVPD) results for 7 unconnected molecules or ions with the total composition C4H22N2O8 at a distorted geometry.

```
36
C4H22N2O8 (ωB97M-V/def2-TZVPD)
C -0.361 1.718 -0.467
N 0.037 2.137 0.883
C 0.781 0.993 -1.164
C 0.536 1.036 -2.663
N 0.794 -0.405 -0.657
C 1.851 -1.221 -1.023
O 2.006 -2.347 -0.303
O 2.581 -0.985 -1.952
H -0.653 2.584 -1.065
H -1.236 1.075 -0.381
H -0.758 2.523 1.390
H 0.789 2.809 0.821
H 1.743 1.448 -0.935
H 0.572 2.062 -3.034
H -0.419 0.600 -2.962
H 1.316 0.521 -3.213
H 0.425 -0.499 0.269
H 1.517 -2.375 0.558
H -0.304 -2.519 2.062
H 0.725 -1.495 2.518
O 0.666 -2.357 2.025
H 2.826 4.016 -0.079
H 2.554 4.764 1.270
O 2.126 4.191 0.576
H -2.628 -2.106 1.369
H -2.073 -1.189 2.516
O -2.076 -2.101 2.203
H 1.140 0.717 3.380
H -0.058 0.791 2.384
O 0.417 0.213 3.036
H -2.926 -2.288 -0.838
H -4.259 -2.885 -0.117
O -3.623 -2.119 -0.136
H -0.867 -2.112 -1.510
H -1.606 -2.493 -2.858
O -1.551 -2.702 -1.903
```

* ⟨S²⟩: 0.75
* LUMO (alpha / beta): 2.3 / 2.2 eV
* Kohn-Sham gap (alpha / beta): 1.88 / 8.97 eV
* spin multiplicity: 2
* maximum force: 1.7 eV/A
* energy: -877.08531 Ha
* HOMO (alpha / beta): 0.401 / -6.734 eV
* charge: -1

natural (NBO) population analysis, charges in e, atoms 1 to 8: C -0.2467; N -0.9330; C -0.0895; C -0.6236; N -0.6971; C 0.8843; O -0.7239; O -0.6527

=====

DFT (ωB97M-V/def2-TZVPD) results for C15H18OS in the gas phase at a distorted geometry.

```
35
C15H18OS (ωB97M-V/def2-TZVPD)
O 0.210 2.713 -0.112
C 0.114 1.604 0.365
C -1.102 0.785 0.406
C -2.254 1.230 -0.137
C -3.510 0.565 -0.202
C -4.664 1.067 -0.762
C -5.754 0.187 -0.682
C -5.435 -0.985 -0.066
S -3.797 -1.035 0.431
H -6.069 -1.828 0.129
H -6.733 0.409 -1.065
H -4.712 2.042 -1.212
H -2.229 2.217 -0.585
C -0.834 -0.516 1.085
H -1.001 -1.347 0.393
C 0.630 -0.461 1.561
H 0.668 -0.456 2.650
H 1.177 -1.338 1.219
C 1.251 0.827 1.005
C 2.368 0.628 -0.035
C 1.969 -0.286 -1.215
H 2.041 0.271 -2.149
C 2.975 -1.441 -1.215
H 2.607 -2.268 -0.604
H 3.166 -1.822 -2.217
C 4.218 -0.840 -0.567
H 4.917 -1.596 -0.212
H 4.735 -0.198 -1.282
C 3.637 0.001 0.566
H 4.333 0.757 0.926
H 3.377 -0.646 1.405
H 0.944 -0.643 -1.129
H 2.607 1.623 -0.420
H 1.670 1.442 1.808
H -1.521 -0.664 1.921
```

* LUMO: -0.2 eV
* Kohn-Sham gap: 8.09 eV
* maximum force: 1.0 eV/A
* energy: -1055.79820 Ha
* structure (SMILES): O=C1/C(=C/c2cccs2)CC[C@H]1C1CCCC1
* HOMO: -8.313 eV

natural (NBO) population analysis, charges in e, atoms 1 to 8: O -0.5509; C 0.5791; C -0.1346; C -0.1161; C -0.2520; C -0.2062; C -0.2595; C -0.4014

=====

DFT (ωB97M-V/def2-TZVPD) results for 2 unconnected molecules or ions with the total composition C2H5NOSi at a distorted geometry.

```
10
C2H5NOSi (ωB97M-V/def2-TZVPD)
C 2.864 0.151 -0.105
C -0.733 0.695 -0.698
N 3.763 0.861 -0.016
O 0.046 -0.465 -0.776
Si 1.412 -0.983 -0.137
H -1.582 0.505 -0.039
H -1.095 0.930 -1.701
H -0.160 1.536 -0.309
H 1.529 -2.348 -0.568
H 1.091 -0.581 3.044
```

* LUMO (alpha / beta): -0.8 / -0.6 eV
* Kohn-Sham gap (alpha / beta): 9.84 / 7.20 eV
* maximum force: 2.0 eV/A
* energy: -498.55106 Ha
* HOMO (alpha / beta): -10.628 / -7.810 eV

natural (NBO) population analysis, charges in e, atoms 1 to 8: C -0.2325; C -0.2317; N -0.2623; O -0.8954; Si 1.3154; H 0.1891; H 0.1920; H 0.1817

=====

DFT (ωB97M-V/def2-TZVPD) results for a molecular structure, C30H28Br2N8O3Zr at a distorted geometry.

```
72
C30H28Br2N8O3Zr (ωB97M-V/def2-TZVPD)
Zr -0.107 -0.374 -0.037
C -1.175 -0.832 4.259
O -0.081 -0.042 4.718
C 1.119 -0.098 4.092
C 2.242 -0.018 4.919
C 3.529 -0.033 4.415
C 3.722 -0.140 3.047
C 2.619 -0.202 2.196
C 2.911 -0.305 0.775
N 2.045 -0.320 -0.179
N 2.570 -0.503 -1.492
C 1.620 -0.666 -2.343
O 0.315 -0.604 -1.965
C 1.907 -0.985 -3.748
C 3.225 -1.034 -4.202
C 3.480 -1.342 -5.526
C 2.428 -1.601 -6.399
C 1.117 -1.550 -5.948
C 0.854 -1.238 -4.622
C 1.315 -0.164 2.724
O 0.270 -0.171 1.848
H -1.854 -0.917 5.101
H -0.834 -1.830 3.970
H -1.685 -0.357 3.425
H 2.064 0.052 5.985
H 4.376 0.026 5.084
H 4.720 -0.174 2.629
H 3.953 -0.385 0.475
H 4.036 -0.832 -3.517
H 4.501 -1.378 -5.883
H 2.634 -1.840 -7.434
H 0.300 -1.747 -6.630
H -0.166 -1.186 -4.269
Br -6.740 1.563 -0.056
C -4.977 1.029 -0.238
C -4.677 -0.277 -0.592
C -3.352 -0.635 -0.667
N -2.342 0.222 -0.446
C -2.648 1.507 -0.184
C -3.951 1.938 -0.036
C -1.492 2.447 -0.099
C -1.659 3.811 -0.025
C -0.536 4.628 0.005
Br -0.732 6.469 0.096
C 0.723 4.061 -0.046
C 0.811 2.690 -0.118
N -0.264 1.886 -0.143
H -5.452 -1.001 -0.794
H -3.073 -1.646 -0.927
H -4.182 2.960 0.219
H -2.641 4.257 -0.011
H 1.619 4.664 -0.037
H 1.775 2.205 -0.166
C -0.819 -5.160 3.760
C -0.081 -6.089 2.803
C 1.432 -5.941 2.926
C -0.562 -5.933 1.367
N -0.581 -4.508 0.912
C -1.567 -3.617 0.946
N -1.078 -2.466 0.535
N 0.209 -2.703 0.241
N 0.531 -3.920 0.450
H -0.570 -5.408 4.791
H -1.906 -5.234 3.665
H -0.523 -4.116 3.610
H -0.356 -7.118 3.050
H 1.770 -4.955 2.595
H 1.961 -6.691 2.335
H 1.739 -6.056 3.965
H -1.583 -6.288 1.233
H 0.075 -6.448 0.652
H -2.571 -3.828 1.273
```

* LUMO: -6.4 eV
* Kohn-Sham gap: 6.77 eV
* maximum force: 2.1 eV/A
* energy: -7018.50451 Ha
* HOMO: -13.189 eV
* charge: +2

Mulliken population analysis, charges in e, atoms 1 to 8: Zr 1.6573; C -0.2196; O -0.5086; C -0.1331; C -0.3746; C -0.9696; C -1.0230; C 0.9498

=====

DFT (ωB97M-V/def2-TZVPD) results for a molecular structure, C16H19Cl3CoN4O5.

```
48
C16H19Cl3CoN4O5 (ωB97M-V/def2-TZVPD)
Co 0.212 0.280 -0.297
Cl 4.006 -1.333 5.625
C 3.400 -0.962 4.041
C 2.170 -0.346 3.905
C 1.707 -0.064 2.633
Cl 0.161 0.729 2.447
C 2.421 -0.367 1.461
O 1.981 -0.098 0.260
C 3.665 -0.991 1.667
Cl 4.602 -1.407 0.270
C 4.154 -1.288 2.924
H 1.580 -0.085 4.771
H 5.115 -1.769 3.030
C -0.458 -3.392 0.674
C -1.495 -2.356 0.436
N -1.266 -1.111 0.068
C -2.481 -0.473 -0.007
C -3.468 -1.355 0.311
N -2.822 -2.533 0.593
C -4.951 -1.293 0.391
O -5.508 -0.142 0.102
O -5.559 -2.285 0.720
C -2.517 0.975 -0.379
O -3.609 1.530 -0.506
O -1.367 1.513 -0.532
H 0.524 -2.962 0.487
H -0.600 -4.249 0.016
H -0.492 -3.742 1.706
H -3.315 -3.368 0.874
H -4.827 0.556 -0.154
C -0.093 3.309 -4.537
C 0.282 1.856 -4.266
C 1.577 1.503 -4.990
C -0.861 0.941 -4.727
N 0.504 1.782 -2.811
N 0.809 0.478 -2.310
H -0.275 3.460 -5.601
H 0.710 3.973 -4.218
H -1.001 3.581 -3.995
H 1.450 1.622 -6.066
H 1.873 0.467 -4.809
H 2.384 2.156 -4.658
H -1.050 1.086 -5.791
H -1.779 1.170 -4.183
H -0.634 -0.121 -4.595
H -0.333 2.087 -2.321
H 1.818 0.359 -2.288
H 0.419 -0.252 -2.905
```

* ⟨S²⟩: 3.76
* LUMO (alpha / beta): 0.0 / 0.0 eV
* Kohn-Sham gap (alpha / beta): 8.32 / 8.37 eV
* spin multiplicity: 4
* maximum force: 0.1 eV/A
* energy: -3979.81109 Ha
* HOMO (alpha / beta): -8.287 / -8.354 eV

natural (NBO) population analysis, charges in e, atoms 1 to 8: Co 1.4944; Cl 0.0029; C -0.0479; C -0.2448; C -0.1222; Cl 0.0028; C 0.3620; O -0.8868